(1)
DFT (ωB97M-V/def2-TZVPD) results for C37H29N8O6Ti as an isolated structure.

```
81
Properties=species:S:1:pos:R:3:forces:R:3
Ti -0.383897 -1.236733 -0.573883 0.6727 -0.0032 0.0000
O -0.417382 -1.435764 -2.556925 0.0810 -0.0306 0.5361
C -0.466414 -0.315966 -3.238296 0.0099 0.1161 -0.1520
C 0.439455 -0.113860 -4.301699 0.0264 -0.0376 0.0557
C 0.444099 1.053773 -5.027409 -0.0172 0.0115 -0.0044
C -0.480422 2.072233 -4.762486 0.0096 -0.0169 0.0037
C -1.404191 1.881630 -3.761386 -0.0062 0.0166 0.0003
C -1.409804 0.717322 -2.981276 0.0096 -0.0398 -0.0477
C -2.471129 0.501205 -2.020923 -0.0005 -0.0283 -0.0383
N -2.339274 -0.372556 -1.098198 0.0493 0.0801 -0.0230
N -3.460357 -0.767655 -0.392024 -0.0077 0.0287 0.0410
C -3.145235 -1.867129 0.239655 0.0317 0.0282 -0.0605
O -1.968774 -2.395442 0.232859 -0.5179 -0.1062 -0.6212
C -4.212268 -2.550213 1.023379 -0.0176 0.0281 0.0730
C -3.920019 -3.739006 1.683407 0.0067 0.0124 -0.0161
C -4.895307 -4.382330 2.432291 -0.0158 -0.0104 0.0161
C -6.168807 -3.840746 2.528864 0.0197 -0.0017 -0.0051
C -6.465422 -2.653485 1.869287 -0.0003 -0.0043 0.0037
C -5.493749 -2.010895 1.120105 -0.0018 0.0137 -0.0093
H 1.156379 -0.901714 -4.494446 0.0054 0.0079 0.0030
H 1.177653 1.186415 -5.814090 0.0009 -0.0052 0.0036
H -0.472527 2.986977 -5.340514 -0.0024 -0.0013 0.0047
H -2.141630 2.647944 -3.545609 -0.0009 -0.0041 -0.0036
H -3.420815 1.024617 -2.137636 -0.0188 -0.0574 0.0019
H -2.923766 -4.150593 1.590985 -0.0090 -0.0229 0.0000
H -4.660553 -5.309287 2.940466 0.0034 0.0025 -0.0018
H -6.929910 -4.342248 3.113760 0.0017 0.0001 -0.0016
H -7.459808 -2.230158 1.939850 0.0044 0.0042 -0.0033
H -5.707352 -1.088716 0.597021 -0.0001 -0.0006 0.0038
C 0.606487 -1.805514 2.812549 0.1647 0.0228 0.2195
N -0.710696 -1.588321 2.262947 0.3232 0.1413 -0.0376
C -1.562308 -0.577487 2.819274 -0.0090 0.1208 0.0333
C -1.486004 0.706978 2.024508 0.4113 -0.1404 0.1833
N -0.742159 0.833524 0.966890 -0.3705 -0.4200 -0.4055
C -0.858761 2.156913 0.568896 -0.0067 0.0913 0.1000
C -0.267410 2.828804 -0.496027 -0.0136 -0.0571 0.0057
C -0.558579 4.172563 -0.643067 -0.0185 -0.0040 -0.0125
C -1.413757 4.838741 0.245844 0.0021 -0.0038 0.0070
C -2.004729 4.183132 1.312804 0.0075 0.0024 -0.0070
C -1.706350 2.834556 1.454822 0.0585 -0.0058 -0.0254
N -2.085292 1.877935 2.383251 -0.0882 -0.0723 0.0047
C 1.508016 -0.667065 2.454712 0.3896 0.1485 -0.0690
N 1.492250 0.470155 3.099021 -0.0065 0.1665 0.2562
C 2.330770 1.297981 2.366989 -0.0465 -0.0370 -0.0231
C 2.657903 2.639775 2.556147 -0.0125 0.0326 0.0501
C 3.504771 3.234763 1.640644 -0.0316 0.0962 -0.0394
C 4.029852 2.515693 0.555010 -0.1543 -0.0213 0.1677
C 3.721179 1.183183 0.354053 0.7764 0.4670 1.6788
C 2.861777 0.596130 1.274654 -0.1004 0.0482 0.5858
N 2.342413 -0.678294 1.379296 -0.1540 0.7589 1.6093
H 0.975745 -2.742865 2.396679 0.0884 0.0723 -0.0015
H 0.608849 -1.881924 3.908593 -0.0822 -0.0433 0.0054
H -1.170618 -2.402246 1.891448 -0.0094 0.0506 0.2036
H -1.267554 -0.346749 3.850476 -0.0305 0.0514 0.0312
H -2.597389 -0.930658 2.845484 -0.0299 0.0275 -0.0259
H 0.388027 2.293624 -1.169978 0.0305 0.0338 0.0059
H -0.115829 4.725236 -1.461854 0.0065 -0.0011 0.0014
H -1.612945 5.892778 0.098200 -0.0005 -0.0014 -0.0022
H -2.660508 4.703310 1.999579 0.0020 -0.0061 0.0050
H -2.688656 2.012999 3.173795 0.0231 -0.0097 0.0180
H 2.241697 3.190836 3.390000 0.0116 0.0246 0.0128
H 3.768340 4.278963 1.755485 -0.0089 0.0335 0.0219
H 4.685452 3.016837 -0.146003 0.0737 0.0296 -0.0300
H 4.107723 0.633377 -0.493969 0.7770 0.8267 2.3382
H 2.323286 -1.370188 0.637816 0.3385 -0.3041 1.0785
O 0.691357 -2.677995 -0.209283 -0.8472 0.2941 -0.4030
C 1.994916 -2.863300 -0.395643 0.5870 -0.1647 -0.3657
C 2.832182 -1.867640 -0.935626 -0.3910 -0.4824 -1.1291
C 4.181710 -2.138251 -1.263203 0.3451 0.0808 0.0047
C 4.968056 -1.181040 -1.863644 -0.4473 0.0001 0.0170
C 4.496865 0.097028 -2.172829 0.1754 -0.4347 -1.4627
C 3.197388 0.398911 -1.814122 -1.2507 -1.0880 -2.2828
C 2.366757 -0.531037 -1.187334 -0.0827 -0.2987 -1.6675
O 1.153310 -0.153461 -0.789037 -0.8908 -0.0293 -0.6020
N 6.347923 -1.522828 -2.201814 0.4248 0.1677 0.5463
O 6.777536 -2.616617 -1.872248 -0.1159 -0.0516 -0.2175
O 7.041065 -0.667759 -2.729692 -0.1416 -0.0945 -0.1802
H 2.379714 -3.853102 -0.171958 0.0066 0.0398 -0.0195
H 4.597882 -3.116954 -1.069915 -0.0151 0.0051 0.0048
H 5.140693 0.813765 -2.657678 -0.0142 0.0187 0.0416
H 2.788880 1.385188 -2.000068 0.0303 -0.0609 0.0128
```
Forces are in eV/Å.

The spin multiplicity is 1. The value obtained for the HOMO energy (spin up / spin down) is -2.889 / -2.889 eV. The molar mass comes out at 729.556 g mol⁻¹. As for the charge: -1. For the max |F|, the calculation gives 2.8 eV/A. The value obtained for the LUMO energy (spin up / spin down) is 2.299 / 2.299 eV. The value obtained for the total energy is -86162.62246 eV. The calculation puts the frontier orbital gap (spin up / spin down) at 5.189 / 5.188 eV.

---

(2)
DFT (ωB97M-V/def2-TZVPD) results for a 3-piece molecular cluster, C30H58BrClIN4O4P overall.

```
100
Properties=species:S:1:pos:R:3:forces:R:3
C -0.938827 0.647470 1.528204 0.4800 -0.0061 -0.8097
C -0.957677 -0.861707 1.787135 -0.1177 0.4163 0.9010
C -2.310574 -1.553136 2.124163 1.2052 0.3002 -0.2592
Cl -2.971441 -0.684333 3.552541 -0.1055 -0.0487 -0.1478
C -3.280513 -1.933707 0.977800 -0.4171 -2.2604 0.0399
O -2.388041 -2.476628 -0.016137 -0.4183 0.9937 -0.4979
C -1.884691 -1.656172 -1.006614 1.5477 0.9423 -1.2174
O -0.635804 -2.233104 -1.386096 -0.2301 -0.2892 0.3005
C -4.081670 -3.274920 1.392913 0.4405 0.3247 0.7041
I -3.086758 -5.120307 0.737717 -0.1714 0.2469 0.0157
C -4.309821 -3.494504 2.892072 -0.6362 -1.1676 0.0996
C -5.342374 -4.644006 3.136440 -0.1120 0.9900 0.2981
C -4.348281 -0.964877 0.401250 -0.1525 0.1862 0.2504
C -4.887861 -1.551583 -0.957855 0.0944 0.5106 -0.4511
C -6.402806 -1.750113 -1.121629 -0.5944 -1.9131 0.7447
O -6.925257 -2.796649 -0.835348 0.5726 1.4895 -0.3771
Br -7.573763 -0.388260 -1.949082 0.5145 -0.1258 -0.0819
N -3.738953 0.368661 0.198950 -0.7256 -0.4052 0.3833
C -4.542690 1.376105 -0.518260 0.6032 1.3002 -0.4933
C -4.905732 2.590826 0.316522 -0.1455 -0.8943 -0.2642
C -3.990761 3.295123 1.053891 0.9996 -0.4421 -0.2225
C -4.391973 4.357916 1.820130 1.0406 0.0697 0.4288
C -5.708130 4.709891 1.864700 -0.7693 1.2123 0.7762
C -6.644629 4.036426 1.119067 -0.5305 0.0047 0.0305
C -6.223863 2.980237 0.360658 -0.5827 -0.7848 -0.8893
P -5.961434 -0.543903 1.325157 -1.0175 0.5997 0.3305
N -5.604678 0.503206 2.627946 0.0249 -0.8005 -0.2776
O -6.567006 -1.889050 2.112478 0.3555 0.3547 -0.3153
H 0.041374 1.040324 1.810998 -0.0921 0.0035 0.0977
H -1.696289 1.220237 2.060801 0.0141 -0.2047 0.1815
H -1.040786 0.872458 0.463070 -0.1556 0.0458 0.1022
H -0.383872 -1.435920 1.059210 -0.3257 0.0994 -0.2674
H -0.385843 -0.996764 2.712546 -0.1192 -0.1004 0.0018
H -1.950826 -2.504214 2.514402 -0.4243 -0.1359 -0.0083
H -2.483617 -1.584850 -1.929561 -0.4330 -0.4015 0.3736
H -1.675987 -0.621590 -0.720557 -0.4237 -0.1759 0.5218
H -0.304684 -1.721862 -2.131579 0.0711 -0.0198 0.0120
H -5.047148 -3.332928 0.896121 0.1480 0.1137 -0.1468
H -4.708388 -2.632575 3.420004 0.2805 0.2085 -0.3165
H -3.383797 -3.814931 3.371615 0.0884 0.3724 -0.0217
H -5.680489 -5.097206 2.206901 0.1864 -0.2933 0.1158
H -6.229218 -4.206249 3.603695 0.0118 -0.0913 -0.0315
H -4.935497 -5.361388 3.846642 -0.0740 -0.2882 -0.3085
H -4.543144 -0.938544 -1.794160 -0.0359 0.1736 0.2222
H -4.457643 -2.538898 -1.128418 -0.1822 -0.0703 0.1348
H -3.621193 0.722986 1.148203 0.2326 0.0774 -0.1062
H -3.923749 1.781567 -1.333444 -0.0218 -0.2910 -0.0717
H -5.468751 1.044745 -0.985659 0.1887 -0.5067 0.1489
H -2.948227 2.991328 1.033135 0.0144 0.1044 0.0328
H -3.638990 4.875206 2.401164 -0.1522 0.1589 0.0605
H -6.011392 5.534878 2.500248 -0.0286 -0.0051 -0.0566
H -7.697956 4.283613 1.130339 0.0430 0.1970 0.1138
H -6.917076 2.397981 -0.240123 -0.1951 0.1283 0.1308
H -6.343889 1.190001 2.715303 0.0787 0.0719 -0.0544
H -5.515533 -0.030667 3.486888 0.2023 0.3020 0.1172
H -7.507733 -1.902036 1.897283 0.0127 -0.2562 0.0099
C 3.718682 -1.968714 -3.134060 0.0572 0.0068 0.0180
C 2.816346 -1.061170 -3.957361 0.2020 -0.1308 -0.0139
N 2.621618 0.251425 -3.369722 -0.2744 0.1481 0.1030
C 1.556941 1.011734 -4.002484 -0.1919 -0.0011 -0.0239
C 1.734464 1.422361 -5.468712 -0.0819 0.1258 -0.0228
C 3.831785 0.995648 -3.068145 0.3538 -0.0537 0.1486
C 4.799917 1.293823 -4.220523 0.0546 0.1304 0.0348
H 3.346776 -2.068366 -2.112994 0.0073 0.0584 0.0019
H 3.745142 -2.963556 -3.580659 -0.0124 0.0139 -0.0131
H 4.746104 -1.603703 -3.096658 -0.0103 -0.0001 0.0203
H 1.841347 -1.552121 -4.033133 -0.0810 0.1653 -0.0573
H 3.216298 -1.001892 -4.981301 -0.0246 -0.0702 -0.0297
H 1.362852 1.907953 -3.406109 0.1297 -0.0087 0.0451
H 0.637792 0.418723 -3.928025 0.0672 -0.1017 -0.0040
H 2.439303 2.245357 -5.576841 0.0592 -0.0539 -0.0225
H 0.779028 1.769399 -5.868724 0.0003 -0.0187 0.0134
H 2.067172 0.593534 -6.093934 0.0176 -0.0097 0.0239
H 4.382650 0.448384 -2.298384 -0.0448 -0.0830 -0.0437
H 3.559577 1.938029 -2.585209 -0.1984 -0.0273 -0.0691
H 4.958399 0.428207 -4.865143 -0.0251 -0.0107 0.0134
H 5.773146 1.578623 -3.814536 -0.0107 -0.0211 0.0143
H 4.458403 2.125513 -4.834996 -0.0206 -0.0701 -0.0843
C 4.902949 0.228811 1.064736 -0.0578 0.0373 -0.0070
C 6.259046 -0.051999 1.693480 -0.1646 0.1252 0.0384
N 7.373040 0.244083 0.811670 0.2063 -0.1291 -0.1042
C 8.642253 -0.271785 1.297181 0.1081 -0.2013 0.0515
C 9.202678 0.302628 2.603675 0.1460 0.0079 -0.0193
C 7.408431 1.589603 0.265838 -0.2194 0.2031 -0.1321
C 7.448373 2.765909 1.250417 0.0786 0.1055 -0.0779
H 4.789459 -0.310089 0.122412 0.0399 0.0349 -0.0194
H 4.108411 -0.099646 1.736551 0.0189 -0.0031 0.0105
H 4.748943 1.292817 0.878079 -0.0090 -0.0149 -0.0228
H 6.293927 -1.115282 1.945183 0.1832 0.0056 -0.0089
H 6.325525 0.496026 2.646384 -0.0445 -0.0308 0.0400
H 9.392999 -0.156172 0.510249 -0.0767 0.1078 -0.0495
H 8.531492 -1.353565 1.424008 -0.1289 0.0203 0.0112
H 9.617107 1.300239 2.464303 -0.0674 0.0328 0.0377
H 10.017447 -0.331294 2.960526 -0.0203 -0.0123 -0.0088
H 8.452564 0.343952 3.393873 -0.0197 0.0066 -0.0198
H 6.532569 1.718037 -0.376834 -0.0434 -0.0717 0.0651
H 8.258197 1.669122 -0.417160 0.0795 -0.1437 0.0906
H 6.747564 2.639758 2.076841 0.0019 -0.0355 -0.0080
H 7.174823 3.686917 0.730654 -0.0091 -0.0176 -0.0056
H 8.444816 2.919135 1.661807 -0.0356 -0.0353 0.0989
```
Forces are in eV/Å.

The spin multiplicity is 1. The value obtained for the HOMO energy is -8.159 eV. The molar mass comes out at 812.053 g mol⁻¹. For the max |F|, the calculation gives 2.3 eV/A. The value obtained for the LUMO energy is 0.300 eV. The value obtained for the total energy is -146153.93935 eV. The calculation puts the frontier orbital gap at 8.459 eV.

---

(3)
DFT (ωB97M-V/def2-TZVPD) results for C14H15N3O3PtS2 as an isolated structure.

```
38
Properties=species:S:1:pos:R:3:forces:R:3
Pt 0.473906 0.080192 -0.083805 -0.5588 -0.2378 -3.2849
O -0.143418 1.133265 -1.743091 1.0112 0.5548 3.3627
C -0.351927 0.714136 -2.927507 -1.2982 -0.1567 -2.3370
O 0.343551 -1.572699 -1.320754 0.4012 -0.1665 0.0381
C 0.578549 -1.510330 -2.569407 -0.9940 1.6630 -0.4611
O 1.133703 -2.493769 -3.229058 0.1505 -0.0159 -0.3017
N 0.209856 -0.478690 -3.367390 0.7273 -1.4682 0.6362
C 1.207574 -2.097727 -4.654052 0.8051 -1.0155 -0.1164
C 0.428653 -0.829239 -4.776194 -0.7336 0.6539 0.0246
H 0.774834 -2.911411 -5.241016 0.2287 0.0812 0.2398
H 2.259289 -1.945709 -4.931745 -0.2539 -0.3221 0.3648
H -0.525777 -1.014418 -5.279235 0.0911 0.2324 0.1126
H 0.972273 -0.035929 -5.292945 -0.1241 -0.0874 0.0784
C -1.135306 1.448798 -3.852697 0.5381 -0.6494 0.2751
C -1.546071 2.721905 -3.633518 -0.4162 0.3028 -0.4419
H -1.402265 0.896560 -4.762776 0.1563 0.6312 0.2412
H -1.367287 3.261045 -2.702629 -0.0096 -0.2192 -0.3579
H -2.083722 3.222709 -4.437186 0.0198 0.0340 0.4338
C 0.670304 3.681664 -0.399873 -0.3800 0.1323 -0.0187
C 1.027368 2.942669 0.820718 0.2223 -2.0845 0.4875
N 0.981112 1.617217 1.046445 0.1578 1.6115 0.3346
C 1.548574 1.239940 2.281129 -0.5381 0.2555 -1.1287
C 2.046331 2.317100 2.987813 -0.3433 0.9961 0.0831
S 1.693639 3.801411 2.177151 0.7742 -1.1189 0.9489
C 1.508637 -0.142917 2.567221 -0.2740 -0.6416 -1.3121
C 1.892762 -0.900896 3.655213 -0.0730 -0.8527 0.2356
S 1.531049 -2.569910 3.393915 0.3979 1.1996 0.9910
C 0.804966 -2.218350 1.870735 0.1961 2.1610 -0.3951
N 0.958034 -0.926820 1.539844 -0.2089 -1.0869 1.0107
C 0.035243 -3.218107 1.116194 0.1047 0.0026 -0.2218
H -0.061454 4.452315 -0.113595 0.2235 0.0059 -0.2262
H 1.563033 4.168059 -0.820117 -0.1663 0.0125 0.2391
H 0.243783 3.032477 -1.163081 -0.0033 -0.1178 0.1641
H 2.541323 2.209257 3.943082 0.0052 0.4755 0.0216
H 2.317636 -0.474256 4.550855 0.1374 -0.4200 0.1883
H 0.701114 -4.037651 0.827405 -0.1888 -0.0899 0.0113
H -0.774057 -3.606673 1.748875 0.2118 -0.0189 -0.0928
H -0.370312 -2.752518 0.218075 0.0040 -0.2361 0.1735
```
Forces are in eV/Å.

The spin multiplicity is 3. The value obtained for the HOMO energy (spin up / spin down) is -10.903 / -14.356 eV. Its expectation value of S² is 2.06. The molar mass comes out at 532.504 g mol⁻¹. As for the charge: +2. For the max |F|, the calculation gives 3.6 eV/A. The value obtained for the LUMO energy (spin up / spin down) is -7.873 / -11.084 eV. The value obtained for the total energy is -50273.72389 eV. The calculation puts the frontier orbital gap (spin up / spin down) at 3.030 / 3.272 eV.